# 1
{"formula": "C20H25N3O3", "method": "ωB97M-V/def2-TZVPD", "symbols": ["O", "O", "O", "N", "N", "N", "C", "C", "C", "C", "C", "C", "C", "C", "C", "C", "C", "C", "C", "C", "C", "C", "C", "C", "C", "C", "H", "H", "H", "H", "H", "H", "H", "H", "H", "H", "H", "H", "H", "H", "H", "H", "H", "H", "H", "H", "H", "H", "H", "H", "H"], "positions_angstrom": [[4.01879, -5.72502, 0.42366], [2.88518, 1.51629, 0.89301], [-6.39882, 3.24208, -1.29426], [-1.24226, 1.13121, -1.00778], [0.64864, 1.28383, 1.13349], [2.12093, -0.37498, 1.86766], [-1.00754, 0.00119, -0.13325], [1.94143, 0.83176, 1.24645], [3.48016, -2.09541, 0.79576], [-0.05697, 1.95862, -1.09791], [3.22305, -1.77553, -0.52982], [3.23061, -2.76843, -1.49469], [3.42249, -1.01273, 1.84374], [-0.55379, 0.49072, 1.25595], [-5.10184, 2.81504, -1.20666], [3.49677, -4.07667, -1.14722], [-6.64516, 4.62478, -1.27000], [4.32555, -6.12242, 1.73712], [-2.72035, 3.09135, -0.99136], [-2.51054, 1.71428, -1.02747], [3.74551, -3.41165, 1.15028], [-3.99128, 3.63603, -1.08488], [0.42821, 2.43731, 0.27902], [-4.90499, 1.43481, -1.25161], [3.76347, -4.40858, 0.18143], [-3.64092, 0.89944, -1.17234], [-0.42126, -0.34490, 1.94211], [1.34286, -1.00511, 1.96306], [-0.21917, -0.62049, -0.57479], [3.94385, -3.64127, 2.18628], [3.50971, -4.86305, -1.88483], [0.73382, 1.34242, -1.54222], [-1.89209, 3.77403, -0.88629], [5.22207, -5.61769, 2.11163], [-3.52723, -0.17115, -1.24663], [-6.16204, 5.13555, -2.10998], [3.03182, -2.51991, -2.52655], [-0.24288, 2.79840, -1.76590], [4.14352, -0.22214, 1.61648], [1.37252, 2.97451, 0.18939], [-0.31952, 3.08032, 0.75263], [3.49051, -5.93577, 2.42076], [3.63722, -1.42066, 2.83629], [-4.09199, 4.70976, -1.05224], [-5.76759, 0.79689, -1.36258], [-1.91107, -0.59714, -0.03289], [-7.72515, 4.73454, -1.35691], [-6.31145, 5.07831, -0.33035], [-1.33598, 1.13907, 1.67004], [3.03095, -0.74797, -0.79949], [4.51224, -7.19389, 1.68463]], "mulliken_charge": [-0.4315, -0.6950, -0.4590, 0.0110, 0.0366, -0.0987, -0.6958, 0.7123, 0.2513, -1.1759, -0.4117, -0.7486, -1.2352, -1.0318, 0.7568, -0.5699, -0.8214, -0.8075, -0.6155, 0.6461, -0.3544, -0.7642, -0.7920, -0.7563, 0.7147, -0.1837, 0.4195, 0.2503, 0.3359, 0.3532, 0.4362, 0.4157, 0.2537, 0.3312, 0.4600, 0.3292, 0.3942, 0.5730, 0.4233, 0.4182, 0.4391, 0.3252, 0.3861, 0.3718, 0.4115, 0.4341, 0.2343, 0.3264, 0.3615, 0.6019, 0.2337], "e_lumo_ev": 0.7, "e_homo_ev": -7.339, "smiles": "COc1ccc(N2CCN(C(=O)NCc3cccc(OC)c3)CC2)cc1", "relative_energy_kcal_mol": 59.3, "charge": 0, "homo_lumo_gap_ev": 8.03}

# 2
{"formula": "C6H15N2O", "method": "ωB97M-V/def2-TZVPD", "symbols": ["O", "N", "N", "C", "C", "C", "C", "C", "C", "H", "H", "H", "H", "H", "H", "H", "H", "H", "H", "H", "H", "H", "H", "H"], "positions_angstrom": [[-3.71194, -0.44539, 0.86100], [-1.98498, -0.65609, -0.54783], [0.15358, 0.65984, 1.54794], [0.98217, -0.52351, -0.43281], [0.55326, 0.73040, 0.26431], [2.09565, -0.13391, -1.39450], [0.56885, 2.01464, -0.46386], [0.98488, -1.76101, 0.47824], [-2.50083, 0.02220, 0.34679], [1.52991, 2.46045, -0.47512], [1.68843, -1.85025, 1.30317], [-2.59702, -1.41093, -0.63954], [-0.23048, 1.36216, 2.16725], [0.32700, -0.21778, 1.94196], [3.02015, 0.16886, -0.95239], [-2.21337, 1.01349, 0.75926], [1.07075, -2.55112, -0.33636], [0.20151, 1.92949, -1.55495], [1.79438, 0.43053, -2.24887], [2.49663, -1.09045, -1.92707], [-0.21907, 2.59793, 0.04546], [-0.08270, -1.80401, 0.82579], [0.31255, -0.79527, -1.16598], [-4.23929, -0.15027, 1.59814]], "mulliken_charge": [-0.5320, -0.3963, -0.1379, 0.8166, 0.6900, -1.8074, -1.4668, -1.5760, 0.1655, 0.3872, 0.4030, 0.2471, 0.3100, 0.2143, 0.4459, 0.2282, 0.3666, 0.3730, 0.4495, 0.3695, 0.4168, 0.4232, 0.2675, 0.3424], "e_lumo_ev": -4.3, "e_homo_ev": -14.257, "relative_energy_kcal_mol": 39.8, "charge": 1, "homo_lumo_gap_ev": 9.92}

# 3
{"formula": "C40H37BrCl5N3O3Ti", "method": "ωB97M-V/def2-TZVPD", "symbols": ["Br", "Ti", "Cl", "Cl", "Cl", "Cl", "Cl", "O", "O", "O", "N", "N", "N", "C", "C", "C", "C", "C", "C", "C", "C", "C", "C", "C", "C", "C", "C", "C", "C", "C", "C", "C", "C", "C", "C", "C", "C", "C", "C", "C", "C", "C", "C", "C", "C", "C", "C", "C", "C", "C", "C", "C", "C", "H", "H", "H", "H", "H", "H", "H", "H", "H", "H", "H", "H", "H", "H", "H", "H", "H", "H", "H", "H", "H", "H", "H", "H", "H", "H", "H", "H", "H", "H", "H", "H", "H", "H", "H", "H", "H"], "positions_angstrom": [[2.46725, 1.34163, -2.04810], [0.36600, -0.15445, -0.55451], [2.96497, -2.02421, -1.72832], [-1.97817, -2.70257, 0.30278], [0.84933, -6.97500, -1.34275], [3.21364, -5.10217, -2.16126], [-1.72943, -5.75097, -0.10808], [-0.43457, -0.24672, 1.17069], [0.15036, 2.19436, -0.13718], [1.99294, -1.11159, 4.57936], [2.10103, 0.26930, 0.76928], [1.68277, 0.11612, 2.13973], [-3.30956, 1.05321, 0.10053], [-0.77625, -0.08381, -2.03027], [3.18466, 1.02599, 0.65134], [-2.16787, 2.44454, 1.72525], [-4.56933, -2.82145, -3.71138], [-1.61542, 1.39766, -3.83905], [0.53122, -2.45584, -0.70814], [-0.14496, -0.75776, 3.50642], [8.41161, 2.50529, 1.52610], [1.65444, -3.06382, -1.25393], [3.67021, 1.55690, -0.53925], [0.73469, -5.26902, -1.09779], [8.13728, 3.41654, 0.51083], [-5.40960, -0.00644, 0.51389], [4.84695, 2.24053, -0.80794], [-1.33322, -0.96279, 6.02151], [-0.41630, -4.71495, -0.54000], [6.02913, 2.29767, 0.00910], [-4.45350, 1.45076, 2.14655], [-3.69384, -0.59954, -4.04232], [-4.75259, -1.50192, -4.09372], [-1.71274, 3.52824, 0.74152], [-5.48501, 0.61718, 1.74833], [-3.31199, -3.23476, -3.28563], [0.46343, -0.71756, 2.11630], [-3.36313, 1.63791, 1.29900], [-2.26263, -2.33345, -3.23755], [-1.24604, -0.04496, -3.46173], [-1.52106, -0.65258, 3.65291], [-0.49820, -3.33349, -0.35398], [6.97657, 3.31406, -0.23066], [-4.30051, 0.25313, -0.27842], [0.04144, -1.07729, 5.89470], [-0.98090, 2.99998, -0.48352], [1.78336, -4.43436, -1.45993], [7.50258, 1.48195, 1.76777], [6.33784, 1.37502, 1.02919], [-0.10781, -0.50506, -4.38489], [-2.43420, -0.99699, -3.60301], [-2.12266, -0.74653, 4.89960], [0.64411, -0.97489, 4.64469], [7.71061, 0.74853, 2.53754], [-1.34756, 1.73086, 1.84909], [-0.65488, 3.83153, -1.11766], [-3.19818, -0.66226, 4.99054], [-1.91493, 1.47478, -4.88852], [-0.74299, 2.03455, -3.68421], [-5.72538, -1.16403, -4.43081], [-1.78838, -1.04631, 7.00085], [3.72104, 1.28952, 1.56097], [0.67495, -1.24729, 6.75576], [-2.37520, 2.89144, 2.69960], [-4.18833, -0.21396, -1.25255], [1.37862, 1.03944, 2.45949], [0.80668, 2.71712, 0.33601], [-0.42748, -0.49272, -5.42998], [0.22001, -1.51251, -4.12828], [4.87603, 2.80709, -1.73120], [-1.04175, 4.21131, 1.27616], [-6.33167, 0.44729, 2.40240], [0.74728, 0.16421, -4.27024], [2.27900, -0.77777, 3.69850], [6.77708, 4.03384, -1.01658], [-2.11248, -0.50941, 2.75797], [-1.60451, -0.05741, -1.27848], [-1.29420, -2.65661, -2.87506], [-2.42432, 1.77402, -3.21019], [8.83842, 4.21526, 0.29942], [-2.56688, 4.12397, 0.40434], [-4.47176, 1.93281, 3.11579], [5.66956, 0.54420, 1.20947], [-6.18316, -0.67852, 0.16864], [-3.15261, -4.25891, -2.97046], [-3.87122, 0.42486, -4.34125], [9.32000, 2.58643, 2.10840], [0.81313, -1.72923, 1.85280], [-1.62582, 2.34419, -1.05987], [-5.39500, -3.52136, -3.74244]], "lowdin_spin": [0.0092, -0.1509, 0.0009, -0.0001, -0.0004, 0.0003, 0.0003, 0.0024, 0.0048, 0.0013, 0.2285, 0.0207, -0.0001, 0.1235, 0.1203, 0.0001, 0.0007, 0.0083, 0.0049, 0.0001, 0.0753, -0.0004, 0.0672, -0.0013, -0.0026, 0.0000, 0.2555, 0.0003, 0.0004, 0.0283, 0.0000, 0.0008, 0.0005, 0.0001, 0.0000, 0.0005, 0.0010, 0.0000, 0.0024, 0.0166, 0.0003, -0.0004, 0.0604, 0.0000, 0.0000, 0.0016, 0.0003, -0.0031, 0.0647, 0.0022, 0.0032, 0.0000, 0.0003, -0.0020, 0.0001, 0.0000, 0.0000, 0.0014, 0.0004, 0.0000, 0.0000, 0.0061, 0.0000, 0.0000, 0.0000, 0.0072, 0.0008, 0.0001, 0.0002, 0.0158, 0.0001, 0.0000, 0.0007, 0.0004, 0.0028, 0.0000, 0.0060, 0.0009, 0.0003, -0.0022, 0.0000, 0.0000, 0.0051, 0.0000, 0.0000, 0.0000, 0.0055, -0.0001, 0.0014, 0.0000], "spin_multiplicity": 2, "e_lumo_ev": [2.2, 2.2], "e_homo_ev": [-3.318, -4.568], "relative_energy_kcal_mol": 0.0, "charge": -1, "homo_lumo_gap_ev": [5.55, 6.72]}

- Which of these has the highest charge?
  C6H15N2O

- What is the formula in the second record?
  C6H15N2O

- charge of number 2 (C6H15N2O)?
  +1